No. 1
Below is a 16-piece molecular cluster, H31O16 overall, with properties calculated with ωB97M-V/def2-TZVPD.

HOMO level = -0.2737 Ha
LUMO = 2.333 eV
Strongest force on any atom = 3.0 eV/A
Net charge = -1

XYZ file:
```
47
Properties=species:S:1:pos:R:3:forces:R:3:mulliken_charge:R:1
O 0.234210 -4.640393 -1.591460 -0.314 0.388 0.385 -0.6465
H 0.860055 3.303519 2.904100 0.178 -0.576 0.162 0.2807
H -1.658978 -2.508376 -2.158282 -0.223 0.656 0.839 0.2632
O 2.369019 3.425670 -1.478474 -0.574 1.238 1.359 -0.6174
H -0.388133 -3.908861 -1.716319 0.142 -0.227 -0.464 0.3375
H 0.667082 -4.327269 -0.789928 0.405 -0.197 -0.023 0.2872
O -0.013370 -0.898092 -6.147354 0.006 0.024 -0.021 -0.6397
H 2.458458 4.278174 -0.994744 0.752 -0.351 -0.891 0.3272
H -0.459125 -1.434213 -1.816057 -0.539 -0.376 0.719 0.2406
O -1.001623 -1.878469 -2.466804 0.477 -0.020 -1.581 -0.5740
H -2.094341 3.420502 -2.782865 0.026 -0.066 0.237 0.3094
H 1.625802 3.172443 -0.906662 -0.191 -0.874 -0.440 0.2843
O -1.477222 2.867598 -3.265800 0.096 -0.204 -0.311 -0.6145
H -0.304394 2.892929 0.903238 0.210 0.260 0.051 0.3938
H -4.303587 -2.360082 -0.583499 0.142 0.025 0.098 0.2595
O -1.896747 1.929172 1.874225 -1.119 -0.867 0.551 -0.7798
H -1.932090 2.385695 1.030076 -0.066 0.268 0.031 0.4000
H -2.192985 1.030870 1.554996 0.379 0.459 0.704 0.4654
O 2.214628 -2.951119 0.615877 -0.256 -0.590 0.126 -0.6195
H 1.977994 -2.139092 1.070679 0.359 0.333 -0.151 0.3423
H 1.692082 -3.611421 1.092615 0.253 -0.021 -0.028 0.3309
O 2.454359 1.357331 1.088793 -0.115 -2.293 -1.875 -0.5460
H 2.591296 0.994620 0.160672 0.492 1.740 0.721 0.3675
H -0.501921 -1.597084 -5.703381 -0.008 -0.062 0.086 0.3240
O 0.102780 -0.827166 1.223805 1.295 0.009 -0.334 -0.7877
H 0.562934 -1.577822 1.591058 -0.868 -0.571 0.070 0.0024
O -0.542764 2.731154 -0.018541 1.239 -0.126 -0.955 -0.7418
H -1.316671 2.089035 -2.719790 -0.109 0.270 0.049 0.2969
H -0.002315 1.932645 -0.176547 -0.284 0.165 -0.031 0.3334
O 1.826416 -0.299903 -0.835022 0.415 0.846 -0.256 -0.5598
H 0.020483 -0.193177 -5.493603 -0.011 0.041 -0.009 0.3154
H 2.068936 -0.232690 -1.758952 -0.249 -0.697 -0.192 0.2178
O -3.523098 -2.057982 -1.055539 0.374 -0.279 0.105 -0.6473
H -0.137703 -1.835085 5.570461 -0.085 -0.926 0.301 0.3248
H 0.405290 -0.077481 2.604123 -0.010 0.854 0.778 0.4131
O 1.674309 3.655425 2.544785 0.208 0.977 -0.177 -0.6542
H 2.238872 2.932425 2.238410 -0.537 -0.404 0.032 0.3502
H -2.151315 0.399165 -0.277976 0.224 -0.610 0.254 0.2568
O 0.379395 0.644924 3.323272 -0.174 -0.640 -0.873 -0.7642
H -2.904961 -1.669172 -0.382347 -0.652 0.233 -0.313 0.4333
H -0.232558 1.191836 2.795323 -0.122 0.219 0.672 0.2963
O -2.112961 -0.295063 0.403876 0.235 0.155 -0.323 -0.9183
H -1.095040 -0.524932 0.701371 -0.871 -0.139 -0.088 0.4206
H 2.021367 0.478238 1.220807 -0.391 1.014 1.541 0.3211
O 0.170406 -2.486790 4.910199 0.044 2.246 -0.326 -0.6702
H 1.251119 -1.023347 -0.571368 -0.188 -0.163 -0.188 0.2548
H 0.376592 -1.758271 4.268546 0.004 -1.142 -0.020 0.3307
```
Forces are in eV/Å.

=====

No. 2
Below is H32NO14 as an isolated structure, with properties calculated with ωB97M-V/def2-TZVPD.

HOMO level = -0.4628 Ha
LUMO = -3.371 eV
Strongest force on any atom = 16.2 eV/A
Net charge = +1

XYZ file:
```
47
Properties=species:S:1:pos:R:3:forces:R:3:mulliken_charge:R:1
N 0.008208 0.073319 -0.044871 9.016 10.861 7.315 0.0686
H -0.240945 0.850755 0.769093 1.351 -2.996 -2.202 0.1121
H 0.213484 -0.773549 0.161675 2.865 -7.084 2.707 0.3585
H 0.599720 0.504630 -0.747516 0.835 0.184 -0.049 -0.1351
H -0.708831 0.002710 -0.450322 -14.106 -0.943 -7.942 0.7062
O 1.945637 2.203464 -1.864182 2.704 -5.028 -2.822 -0.8483
H 2.653970 1.493079 -1.486956 -2.072 2.576 -1.295 0.4028
H 1.687385 2.595456 -1.055115 -0.705 0.488 0.425 0.4964
O 3.566829 0.312732 -0.806010 -2.525 2.373 -6.212 -0.5784
H 3.855398 0.024698 -0.034993 2.414 -2.681 5.093 0.2326
H 3.769137 -0.186586 -1.615740 0.416 -0.182 1.200 0.2997
O -1.770418 -2.021864 -1.909620 -1.499 -1.707 -0.144 -0.6901
H -1.985044 -2.533534 -2.709964 -0.055 0.862 -0.287 0.3349
H -1.802068 -2.803495 -1.298463 0.663 0.999 0.413 0.3626
O -1.151689 2.296506 -1.086741 0.088 0.351 1.450 -0.5979
H -1.213061 2.736628 -0.181183 0.138 -0.746 -1.472 0.2587
H -1.665915 2.828086 -1.675346 -0.540 0.644 -0.497 0.2994
O -1.484551 -3.544865 0.366751 -0.409 -0.116 -0.617 -0.6790
H -0.904005 -3.291608 1.098607 -0.048 -0.198 -0.016 0.3776
H -2.400697 -3.615876 0.652406 0.204 -0.024 0.429 0.2787
O 1.885615 0.697053 2.400594 -1.390 1.887 1.739 -0.5747
H 1.971420 1.692064 2.705337 -0.380 -3.208 -0.462 0.3520
H 1.118746 0.274111 2.933136 2.299 1.222 -1.523 0.2308
O -0.061645 -2.211083 2.322409 2.998 -0.934 1.357 -0.6489
H -0.924655 -2.057938 2.630451 -1.901 0.329 0.865 0.3275
H 0.433941 -2.628316 3.112477 -1.100 0.826 -1.979 0.3089
O -0.288399 0.747051 -2.928004 2.483 -2.714 -0.872 -0.6533
H -0.787747 1.487023 -2.702191 -0.869 1.665 0.604 0.3617
H 0.653994 0.987707 -2.710800 -1.117 0.517 -0.408 0.3067
O -0.963320 1.066394 3.076851 -0.869 1.573 -1.530 -0.6966
H -1.765779 0.642932 2.708718 1.063 -0.739 1.172 0.3392
H -0.348261 0.674842 3.687037 -0.939 -0.912 0.512 0.2390
O 1.466022 -4.005778 -0.241988 -0.192 -1.069 -3.483 -0.6679
H 0.935972 -3.275011 -0.685059 0.916 -1.129 0.579 0.3766
H 1.636567 -4.633220 -1.080604 -0.538 2.032 3.015 0.3253
O -3.123068 -0.314768 0.032187 1.863 0.996 2.310 -0.5224
H -3.904708 0.153218 0.292482 -0.835 -0.293 -0.778 0.2633
H -3.107930 -0.912389 -0.687647 -0.792 -0.725 -1.483 0.2665
O 1.761388 3.240846 0.078111 -1.390 -5.393 2.852 -0.4002
H 1.916109 4.088828 0.074162 1.304 7.280 0.243 0.2250
H 1.615383 2.899661 0.951450 -0.114 0.197 0.575 0.1592
O 0.697359 -1.904154 -1.868913 -4.803 -0.300 3.124 -0.5332
H 1.364523 -1.754849 -2.412009 5.026 0.968 -3.787 0.2026
H -0.107018 -1.545207 -2.322711 0.571 -0.415 0.642 0.3190
O -1.348484 3.148358 1.246099 -2.067 -0.090 3.433 -0.6326
H -2.207348 3.643518 1.160799 1.196 -0.410 0.060 0.3463
H -1.491221 2.648417 2.146118 0.842 1.207 -2.254 0.3200
```
Forces are in eV/Å.

=====

No. 3
Below is a 16-piece molecular cluster, H32O16 overall, with properties calculated with ωB97M-V/def2-TZVPD.

HOMO level = -0.3736 Ha
LUMO = -0.380 eV
Strongest force on any atom = 4.6 eV/A

XYZ file:
```
48
Properties=species:S:1:pos:R:3:forces:R:3:mulliken_charge:R:1
O 0.054583 -1.828333 3.546562 -2.023 1.112 0.809 -0.6040
H 0.557583 -2.067333 2.793562 1.381 -0.936 -1.284 0.4297
H 0.414583 -2.254333 4.307562 0.502 -0.394 0.609 0.2571
O -1.229417 -1.992333 0.828562 -0.553 1.756 0.017 -0.5586
H -1.050417 -2.864333 0.611562 0.728 -2.695 -1.053 0.2307
H -1.548417 -2.060333 1.714562 -0.400 0.445 1.462 0.2765
O 0.734583 -0.023333 -3.962438 -0.269 -0.716 -0.001 -0.5890
H 0.960583 0.631667 -4.607438 0.532 0.291 -0.885 0.2871
H 0.304583 0.528667 -3.308438 -0.136 -0.110 0.612 0.3564
O 1.600583 -2.882333 1.555562 0.453 -1.047 1.173 -0.6008
H 1.673583 -3.835333 1.422562 0.215 -0.110 0.557 0.3319
H 1.323583 -2.661333 0.688562 -0.395 1.075 -1.976 0.2737
O -1.788417 0.375667 2.987562 -1.546 0.677 -0.762 -0.7326
H -1.494417 1.258667 2.674562 -0.068 -0.133 0.265 0.4047
H -0.985417 -0.038333 3.220562 1.213 -1.026 0.640 0.2798
O -2.525417 1.600667 -0.330438 -2.087 0.928 0.638 -0.6835
H -1.769417 1.052667 -0.179438 1.229 -0.663 0.821 0.1573
H -3.085417 1.563667 0.496562 1.181 -0.126 -1.406 0.3027
O 2.437583 0.014667 -0.766438 -0.439 1.892 0.154 -0.6023
H 2.847583 0.902667 -0.629438 -0.425 -0.828 0.035 0.3549
H 3.168583 -0.568333 -0.725438 1.171 -1.164 0.205 0.2038
O 0.052583 1.885667 -2.143438 1.331 -0.072 0.286 -0.7743
H 0.459583 2.713667 -2.381438 0.760 0.417 -0.356 0.2640
H -0.842417 2.101667 -2.273438 -2.476 0.029 -0.018 0.2422
O -1.092417 -1.296333 -1.896438 2.527 -1.078 -0.011 -0.4453
H -1.410417 -1.597333 -2.716438 0.368 -1.439 -2.420 0.2032
H -1.850417 -0.825333 -1.750438 -3.169 2.618 2.070 0.1599
O 1.120583 -2.774333 -1.228438 -0.661 -0.008 0.208 -0.7240
H 0.280583 -2.301333 -1.463438 1.135 -0.159 -0.053 0.3627
H 1.834583 -2.484333 -1.807438 -0.473 0.150 -0.092 0.2672
O 0.471583 3.370667 0.222562 0.176 1.201 -0.608 -0.6178
H 0.132583 4.200667 -0.144438 0.243 0.295 0.715 0.2971
H 0.212583 2.808667 -0.501438 -0.120 -1.388 -0.029 0.4173
O -0.034417 0.281667 0.424562 0.592 0.604 -1.556 0.7558
H 0.545583 0.170667 -0.374438 -0.706 0.101 1.118 -0.0304
H -0.470417 -0.574333 0.511562 0.036 -0.250 0.216 -0.0538
O -0.858417 2.809667 2.469562 -0.406 -0.075 1.115 -0.6833
H -0.042417 2.744667 1.964562 -0.191 0.240 -0.523 0.3792
H -1.517417 3.311667 1.986562 0.422 0.087 -0.393 0.2978
O 1.725583 0.263667 2.643562 1.692 0.988 0.887 -0.7657
H 0.937583 -0.142333 2.970562 -0.615 -0.467 -0.139 0.3004
H 1.784583 0.209667 1.698562 -0.668 -0.242 -0.559 0.3167
O -3.687417 -1.526333 -0.361438 0.582 -0.580 -1.265 -0.6740
H -4.156417 -1.077333 0.321562 -0.258 0.540 0.797 0.3039
H -2.740417 -1.537333 -0.133438 -0.575 -0.059 0.477 0.3956
O 3.164583 1.418667 -2.914438 1.034 -1.007 0.080 -0.6299
H 2.737583 2.253667 -3.030438 -0.692 0.328 0.146 0.2675
H 2.641583 0.738667 -2.431438 -0.154 0.996 -0.721 0.3926
```
Forces are in eV/Å.

=====

No. 4
Below is a 16-piece molecular cluster, H32O16 overall, with properties calculated with ωB97M-V/def2-TZVPD.

HOMO level = -0.3609 Ha
LUMO = -0.383 eV
Strongest force on any atom = 4.1 eV/A

XYZ file:
```
48
Properties=species:S:1:pos:R:3:forces:R:3:mulliken_charge:R:1
O 10.713000 7.232000 -26.583000 -1.284 -0.015 -2.118 -0.9388
H 10.285000 6.381000 -26.476000 0.090 -0.304 0.066 0.2229
H 11.286000 7.331000 -25.856000 1.427 0.271 1.774 0.3438
O 9.200000 8.074000 -24.510000 -0.385 0.375 0.498 3.0294
H 8.941000 7.378000 -25.100000 -0.191 -0.633 -0.501 -0.5250
H 9.862000 8.575000 -24.980000 0.541 0.379 -0.086 -0.6074
O 8.246000 5.597000 -25.785000 -0.490 -0.122 -0.690 -0.5981
H 7.824000 4.829000 -25.399000 -0.018 -0.397 0.847 0.3071
H 7.540000 5.833000 -26.399000 0.103 0.543 -0.261 0.1834
O 9.551000 5.711000 -22.814000 -0.107 -0.917 -0.001 -0.6826
H 9.729000 6.592000 -23.080000 1.430 1.759 -0.106 0.0344
H 8.637000 5.758000 -23.090000 -1.001 -0.877 0.432 0.4925
O 6.865000 5.866000 -23.253000 1.880 -0.094 -1.733 -0.6072
H 6.030000 5.807000 -22.891000 -2.640 -0.426 1.814 0.2980
H 6.671000 6.390000 -24.042000 0.327 0.448 -0.247 0.2672
O 11.389000 8.601000 -22.343000 -0.108 -1.450 0.256 -0.6459
H 11.708000 8.179000 -23.163000 -0.117 0.179 0.493 0.2314
H 11.471000 9.522000 -22.487000 -0.001 1.474 -0.322 0.3518
O 9.418000 10.691000 -26.259000 0.125 1.533 0.914 -0.7198
H 8.961000 9.913000 -26.522000 -0.495 -1.140 -0.315 0.0906
H 10.134000 10.825000 -26.873000 0.272 -0.160 -0.662 0.4132
O 10.840000 9.212000 -28.343000 -0.792 0.566 -0.223 -0.6457
H 10.610000 8.603000 -27.621000 0.516 -0.496 0.060 0.4925
H 9.952000 9.522000 -28.581000 0.580 0.091 -0.308 0.3067
O 10.809000 4.629000 -25.283000 -0.392 0.339 0.252 -0.6056
H 11.145000 3.978000 -25.895000 -0.163 -0.308 -0.251 0.2555
H 9.829000 4.620000 -25.270000 1.081 -0.158 -0.005 0.3167
O 7.925000 8.556000 -27.647000 -0.615 1.664 2.149 -0.5827
H 7.715000 9.374000 -28.095000 -0.398 0.398 -0.133 0.2972
H 8.127000 7.962000 -28.313000 0.737 -2.014 -2.073 0.2345
O 11.803000 9.865000 -25.067000 -0.903 -0.448 1.628 -0.6145
H 12.345000 9.998000 -25.805000 1.429 0.191 -1.742 0.2698
H 11.050000 10.439000 -25.231000 -0.453 0.162 0.298 0.2863
O 6.993000 10.679000 -24.543000 -0.738 0.372 -1.398 -0.6764
H 7.860000 10.494000 -24.204000 0.739 0.137 0.557 0.2458
H 6.368000 10.217000 -24.001000 -0.167 -0.330 0.738 0.3017
O 6.167000 7.647000 -25.412000 0.581 -1.277 -0.174 -0.6387
H 5.452000 8.219000 -25.210000 -1.018 0.840 0.296 0.2574
H 6.801000 8.189000 -25.882000 0.362 0.400 -0.194 0.1811
O 7.782000 8.591000 -22.401000 -1.309 0.846 2.533 -0.7999
H 8.327000 8.143000 -21.738000 -0.001 -0.154 -0.645 0.3442
H 8.104000 8.443000 -23.267000 1.049 -0.820 -1.379 -0.0163
O 9.316000 10.854000 -22.748000 1.369 3.858 0.235 -0.6235
H 9.001000 10.013000 -22.571000 -1.135 -2.893 0.998 0.3415
H 9.207000 11.371000 -21.913000 0.038 -0.738 -1.165 0.2829
O 12.216000 6.914000 -24.243000 -0.564 -0.983 -0.789 -0.7082
H 11.747000 6.090000 -24.541000 0.513 0.396 0.675 0.3118
H 13.104000 6.861000 -24.596000 0.297 -0.064 0.010 0.2451
```
Forces are in eV/Å.

=====

What did we get for electronic energy? Answer: -33264.97753; -30664.41106; -33279.81591; -33280.26579 eV, in the order shown.
What did we get for orbital gap? Answer: 0.3595; 0.3389; 0.3596; 0.3468 hartree, in the order shown.
What did we get for energy above the lowest of the compared OMol25 structures with the same formula, charge and spin? Answer: 65.8; 141.6; 118.0; 107.6 kcal/mol, in the order shown.